Density functional theory data (ωB97M-V/def2-TZVPD) for C2H4ClI as an isolated structure in a non-equilibrium geometry.

Last column: Löwdin charge in e.
Positions of all 8 atoms, in Å:
C: 0.5228 0.0081 -0.8999  -0.09
C: -0.2425 -0.0820 1.0013  -1.20
Cl: 0.2205 1.2215 1.9275  0.55
I: -2.4126 -0.2311 0.6605  0.65
H: -0.2109 0.5293 -1.5076  -0.01
H: 0.5940 -1.0628 -1.3140  0.06
H: 1.3550 0.7191 -1.0556  0.03
H: 0.1737 -1.1020 1.1877  0.01

Summary:
LUMO level: 0.08 eV
Charge: 0
HOMO: -9.307 eV
Maximum force: 0.1159 Eh/bohr
Total energy: -836.399791 hartree
Frontier orbital gap: 9.39 eV
ΔE to the lowest compared entry with this formula, charge and spin: 49.2 kcal/mol